Below is a molecular structure, C38H57CuGeNO3PSeSi3, with properties calculated with the ωB97M-V functional and the def2-TZVPD basis.

Output
M in g/mol: 906.23
Energy relative to the best compared isomer or geometry (same formula, charge and spin) in eV: 1.023
HOMO level in eV: -7.3
Calculated total energy in hartree: -9091.513765

Geometry (Å):
Se  0.31  0.36  0.92
Ge  -0.09  2.66  0.19
Cu  0.04  -0.71  -1.43
P  1.40  -2.68  -1.00
Si  -1.51  3.81  1.77
Si  2.09  3.68  -0.07
Si  -1.20  2.77  -1.92
O  1.78  0.24  -1.76
O  3.98  0.20  -1.35
O  -2.09  -1.33  -1.39
N  -0.58  -1.47  -3.63
C  1.36  -4.36  -3.23
C  -3.33  3.44  1.45
C  -1.53  4.62  -2.09
C  -2.84  -0.09  1.71
C  -1.98  -2.00  -5.96
C  2.08  5.43  0.63
C  -2.22  -2.49  -2.22
C  -0.21  2.22  -3.42
C  -1.00  3.39  3.53
C  -0.47  0.03  2.66
C  -1.47  -0.69  5.18
C  2.91  -0.35  -1.56
C  2.17  -3.84  3.39
C  1.36  -4.31  -1.84
C  -0.76  -1.35  -6.01
C  -1.76  -2.10  -3.59
C  1.89  0.07  3.63
C  -2.49  -2.38  -4.73
C  3.24  -3.85  2.50
C  0.41  -0.11  3.75
C  1.21  -5.56  -3.90
C  2.91  -1.89  -1.67
C  -1.83  -0.22  2.82
C  2.55  3.81  -1.88
C  -0.10  -1.10  -4.81
C  1.18  -5.50  -1.13
C  0.91  -3.47  2.96
C  3.38  2.70  0.85
C  1.78  -3.13  0.72
C  1.03  -6.71  -1.81
C  -2.31  -0.58  4.08
C  3.04  -3.50  1.17
C  -2.02  -1.04  6.54
C  0.72  -3.11  1.63
C  -1.38  5.68  1.62
C  -2.85  1.87  -1.93
C  -0.12  -0.45  4.99
C  1.05  -6.74  -3.19
H  -3.26  -2.83  -2.24
H  2.94  -2.13  -2.74
H  -3.40  2.14  -2.84
H  2.38  -0.15  4.58
H  -3.66  4.03  0.59
H  -2.53  -2.21  -6.87
H  3.06  5.88  0.45
H  4.35  3.22  0.78
H  -2.18  5.00  -1.30
H  1.23  -5.57  -4.99
H  2.31  -0.58  2.86
H  0.41  3.04  -3.78
H  -2.21  -1.57  -0.47
H  3.83  -2.28  -1.23
H  -2.02  4.81  -3.05
H  -3.47  2.12  -1.07
H  0.08  -3.44  3.65
H  -3.43  -1.01  1.62
H  -3.92  3.75  2.31
H  -0.95  2.32  3.73
H  -0.32  -1.03  -6.95
H  0.85  -0.58  -4.80
H  -2.36  0.13  0.76
H  3.50  1.71  0.41
H  0.93  -7.68  -3.72
H  -3.45  -2.88  -4.65
H  1.47  -3.44  -3.80
H  1.17  -5.49  -0.05
H  -0.36  6.06  1.69
H  -2.71  -1.88  6.48
H  -3.53  0.72  1.92
H  1.91  5.44  1.71
H  -1.82  6.06  0.70
H  2.14  1.09  3.34
H  -0.01  3.81  3.73
H  -0.26  -2.79  1.29
H  -2.71  0.78  -1.94
H  0.56  -0.55  5.83
H  -0.91  1.93  -4.21
H  3.13  2.61  1.91
H  2.60  2.81  -2.31
H  3.88  -3.53  0.49
H  -2.56  -0.19  6.97
H  4.22  -4.14  2.84
H  -3.37  -0.77  4.20
H  -1.22  -1.31  7.23
H  -3.55  2.40  1.24
H  -1.94  6.10  2.46
H  -1.70  3.84  4.24
H  0.91  -7.62  -1.24
H  2.33  -4.11  4.43
H  1.84  4.42  -2.44
H  1.33  6.07  0.17
H  3.53  4.27  -1.96
H  0.45  1.38  -3.20
H  -0.60  5.19  -2.07
H  -1.58  -3.30  -1.84